(a)
The following is a quantum chemistry calculation of C55H48Cl2N6O2SbTm as an isolated structure, from OMol25.

Element x y z (Å)
Tm: -0.6309 0.7491 0.8420
Sb: 0.3176 -2.5422 -0.9728
Cl: -5.3122 -0.7394 6.3461
Cl: -4.5048 -2.5286 1.4161
O: -2.4130 -0.3608 1.2598
O: -1.3323 2.0703 2.2311
N: 1.1432 -1.2194 5.0582
N: 4.2504 7.1755 3.8761
N: 1.5501 1.4313 1.1756
N: 0.3089 -0.4450 2.5982
N: 0.5997 1.4616 -1.4331
N: 2.3146 2.4103 -3.4158
C: -4.6759 -1.5280 3.8283
C: -2.3013 3.9365 -0.6340
C: -1.7333 4.1037 -4.4489
C: -0.5112 -6.0667 1.5016
C: 3.0627 3.4798 2.1581
C: 1.0263 -5.3022 -3.1924
C: 3.5088 4.9109 4.1642
C: -2.1686 3.6488 -3.0859
C: 3.0150 -2.3180 -2.5722
C: 3.1274 -2.4871 1.2366
C: 4.5490 -1.4018 -0.4858
C: -0.2882 -3.1018 -3.0353
C: 0.2406 -4.1253 -3.7913
C: 1.8852 1.3778 2.4929
C: -4.5260 -0.5172 4.8205
C: -2.0802 1.7663 3.2571
C: -0.8609 -3.2536 -5.7923
C: -1.9673 4.8347 0.5159
C: -3.6807 0.5484 4.6234
C: -3.2701 1.9660 -1.6943
C: -3.0067 -4.0927 -1.4661
C: -1.9325 4.3749 -1.9190
C: -3.1402 -0.3445 2.3353
C: 1.2559 0.2932 3.2551
C: -2.1024 -4.7146 -0.4078
C: 1.2250 1.7309 -3.7364
C: 2.5551 2.6686 -2.1299
C: 3.8307 6.1829 4.6686
C: 2.5655 -2.5462 -1.2753
C: -4.0820 -1.3656 2.6010
C: 4.2243 -1.6636 -2.8498
C: -1.7412 -6.5966 1.1253
C: -0.8185 -4.2166 -0.0833
C: 2.1153 2.2939 0.3051
C: 1.5183 -0.0440 4.5956
C: -2.8203 2.4250 -2.9171
C: 2.6802 2.4201 3.0145
C: 1.7322 2.1689 -1.1040
C: 4.9628 -1.1508 -1.7829
C: -2.5533 -5.8949 0.2279
C: 2.8810 3.3694 0.7442
C: -1.1820 -2.1954 -3.6214
C: -1.4838 -2.2541 -4.9779
C: -0.0776 -4.8852 0.8872
C: -2.9479 0.6771 3.3895
C: 4.1715 5.7368 1.9866
C: 0.3685 1.2730 -2.7392
C: 0.3208 -1.9893 4.3526
C: -2.9142 2.6977 -0.5396
C: -0.1089 -1.6086 3.1085
C: -4.0709 0.7113 -1.6343
C: 3.6524 4.6881 2.7859
C: 3.3716 -2.1602 -0.2199
C: 0.0773 -4.0921 -5.1849
C: 4.4804 6.9399 2.5913
H: -2.1316 5.1154 -4.6628
H: -0.6381 4.1567 -4.5144
H: 3.2375 4.1205 0.0643
H: -3.6368 1.3733 5.3472
H: -2.4807 4.5395 1.4456
H: -1.1096 -3.3412 -6.8259
H: 3.7635 6.4259 5.7469
H: -0.5803 0.8198 -3.0040
H: -2.1069 -7.5415 1.5618
H: 4.9565 7.7505 2.0598
H: 0.1239 -6.5160 2.2742
H: -3.1557 2.2847 0.4576
H: -3.5457 -6.2291 0.0232
H: -5.3094 -2.3953 4.0124
H: -3.5862 -0.0415 -0.9732
H: -1.3924 5.2958 -2.0563
H: 0.8165 -5.4146 -2.1040
H: 3.6596 -3.3790 1.5694
H: 3.0803 2.3427 4.0583
H: 2.3892 -2.6096 -3.4073
H: 3.0390 4.1593 4.8216
H: 2.0946 -2.5819 1.4957
H: 5.1774 -1.0953 0.3492
H: -2.2790 5.8833 0.2815
H: -0.8841 4.8670 0.6684
H: 1.0668 1.5699 -4.8066
H: -2.0823 3.4024 -5.1922
H: 0.7501 -6.2138 -3.7380
H: -2.2352 -1.6315 -5.4123
H: -2.6594 -4.4148 -2.4540
H: 2.0917 -5.1544 -3.2785
H: -2.0567 2.4374 4.1289
H: -2.8991 1.7120 -3.7313
H: -0.7379 -2.2526 2.5034
H: -2.9448 -2.9767 -1.4287
H: 4.5677 -1.5922 -3.8674
H: -5.1085 0.8374 -1.2903
H: -4.0958 0.2816 -2.6487
H: 0.8888 -4.4826 1.2366
H: 3.4632 3.2101 -1.8589
H: 5.8762 -0.5869 -1.9120
H: 4.3533 5.6094 0.9356
H: 2.0275 0.6320 5.2654
H: -1.6169 -1.3862 -3.0014
H: 0.0504 -2.9171 4.8407
H: 3.5519 -1.6708 1.8587
H: -4.0591 -4.3593 -1.3124
H: 0.6571 -4.8129 -5.7585

* charge: +2
* HOMO-LUMO gap (alpha / beta): 6.0 / 6.0 eV
* 2S+1: 3
* LUMO (alpha / beta): -0.2499 / -0.2503 Eh


(b)
The following is a quantum chemistry calculation of C55H48Cl2N6O2SbTm as an isolated structure, from OMol25.

Element x y z (Å)
Tm: -0.4315 0.4982 0.7752
Sb: 1.4717 0.2600 -2.5228
Cl: -3.8299 6.8962 -0.9553
Cl: -4.4274 1.6922 -1.9492
O: -2.0031 1.4582 -0.2159
O: 0.1664 2.4839 1.1137
N: -3.1925 4.0648 8.1343
N: 1.5352 -0.0036 2.2121
N: -1.0176 0.2843 2.9335
N: -2.4833 -0.8988 1.0712
N: -5.2281 -1.1873 1.2274
N: 3.5782 0.3358 4.0588
C: 2.0915 2.3399 -3.1534
C: 2.0607 5.1629 -3.3488
C: 1.0727 -4.3873 2.1222
C: -1.6419 3.1749 6.6034
C: -0.2303 -4.5896 -1.4207
C: 1.6960 -1.8015 -5.8343
C: -2.0631 4.1573 7.4823
C: -1.9497 1.1022 5.3935
C: 0.3604 -1.3303 -5.3807
C: -0.1363 0.6021 3.8854
C: -4.5308 -0.6081 2.1987
C: -0.7890 -1.7277 -6.1335
C: 3.1909 -1.0634 -2.6504
C: -2.0676 -1.1637 -5.8745
C: 0.1830 -0.3812 -4.2885
C: 2.4861 3.1399 -2.0707
C: 1.7566 2.9458 -4.3774
C: -3.9519 4.2738 -1.3575
C: 1.2463 0.4154 3.5054
C: -0.3260 3.6354 0.7396
C: -3.5869 1.9216 7.1708
C: 2.8284 -0.1758 1.8894
C: 2.3821 -4.2361 2.8462
C: -1.4464 3.8094 -0.0679
C: -4.5086 -1.7113 0.2118
C: -0.5639 1.0737 5.1184
C: 1.6714 4.3546 -4.4282
C: -1.8915 5.1400 -0.4019
C: 0.9927 -4.3559 0.7349
C: -1.3785 -4.9180 0.8426
C: 1.4656 2.1789 -5.6131
C: -2.3245 0.0050 3.2450
C: -3.1292 -0.5325 2.1918
C: 4.9279 0.7837 -3.1017
C: 2.9120 -2.4077 -2.4147
C: 2.3314 0.5583 4.3924
C: 3.8443 0.0041 2.7889
C: -0.0943 -4.6751 2.8743
C: 2.4373 4.5305 -2.1304
C: -3.1483 -1.5206 0.0765
C: 3.9597 -3.3492 -2.3758
C: -3.1727 5.3424 -0.8856
C: 5.2891 -2.9715 -2.5554
C: -2.2037 -0.1479 -4.9022
C: 4.5472 -0.6448 -2.8076
C: -0.2280 -4.5719 0.0758
C: 5.5780 -1.6368 -2.7695
C: -2.3042 2.7252 -0.4956
C: -2.4153 2.0368 6.3946
C: -2.8099 0.3681 4.5070
C: -3.9931 3.0176 7.9226
C: -1.3375 -4.8580 2.2480
C: -3.5180 2.9648 -1.1892
C: -2.5600 -5.1014 3.0864
C: -1.0572 0.1852 -4.1078
H: 2.1152 1.2630 -5.6743
H: -0.1689 -3.5482 -1.8196
H: -3.8312 0.1618 4.8427
H: 0.3798 1.8824 -5.5831
H: -2.8921 -1.4521 -6.5212
H: 2.8024 2.6586 -1.1485
H: 2.7164 -5.1743 3.3384
H: 2.5556 -1.3136 -5.3713
H: -4.1896 1.0288 7.2416
H: 4.9072 -0.1266 2.5298
H: 0.1179 4.5672 1.0924
H: 3.0640 -0.2835 0.8533
H: 1.8171 -2.8886 -5.6893
H: -1.1425 -5.0897 -1.7651
H: -1.1735 0.9422 -3.3344
H: -4.9657 2.9676 8.4681
H: -3.1203 -6.0272 2.8542
H: 1.6671 2.8055 -6.4774
H: -5.1439 -0.1795 2.9925
H: -2.2315 -5.2935 4.1527
H: 0.1050 1.4435 5.8599
H: 4.8126 1.5153 -2.2769
H: -0.7082 3.3953 6.0955
H: 1.9282 -4.0607 0.2124
H: 1.8195 -1.6639 -6.9330
H: 2.1772 0.8487 5.4136
H: 6.6009 -1.3120 -2.8831
H: -3.3048 -4.2878 3.0518
H: 2.3466 -3.4176 3.5880
H: 6.0285 0.8613 -3.3100
H: 1.4030 4.7546 -5.3948
H: -4.8875 4.5380 -1.8615
H: 1.8683 -2.6957 -2.3439
H: 4.5223 1.1458 -4.0372
H: 2.7547 5.1125 -1.2765
H: -1.2904 6.0280 -0.1940
H: 0.6430 -5.1823 -1.7567
H: -2.5963 -1.9136 -0.8140
H: -0.0313 -4.7048 3.9689
H: 3.2130 -3.9410 2.1681
H: 2.0924 6.2448 -3.4893
H: -0.6190 -2.4461 -6.9563
H: -1.4590 5.0688 7.6576
H: -2.2849 -5.2650 0.3750
H: -3.1532 0.3609 -4.7642
H: 6.0547 -3.7286 -2.5279
H: 3.6674 -4.4046 -2.2428
H: -5.0773 -2.1602 -0.6039

* charge: +2
* HOMO-LUMO gap (alpha / beta): 5.9 / 5.9 eV
* 2S+1: 3
* LUMO (alpha / beta): -0.2512 / -0.2508 Eh


Energies relative to the most stable structure, in hartree: (a) 0.0000; (b) 0.0264.


(a)
The following is a quantum chemistry calculation of a 2-piece molecular cluster, CH6NO2 overall, from OMol25.

Element x y z (Å)
O: -0.1243 1.0795 0.6268
O: -1.8817 -0.2922 -0.4793
N: 0.9650 -0.9961 -0.0674
C: 0.9587 0.5492 0.0591
H: -1.3173 0.2771 0.1239
H: 1.0238 -1.3462 0.9264
H: -2.5254 0.3729 -0.7125
H: -0.0367 -1.3225 -0.1616
H: 1.0983 0.8459 -0.9886
H: 1.8397 0.8326 0.6734

* charge: -1
* HOMO-LUMO gap: 7.7 eV
* 2S+1: 1
* LUMO: 0.1746 Eh


(b)
The following is a quantum chemistry calculation of a 2-piece molecular cluster, CH6NO2 overall, from OMol25.

Element x y z (Å)
O: 0.0417 2.4938 -0.7854
O: -0.3236 0.0757 -0.9931
N: -0.3579 -1.4484 0.9294
C: 0.4879 -0.6063 -0.0215
H: 1.2222 -1.3759 -0.3350
H: -0.6798 -2.3663 0.5166
H: -0.1560 1.4784 -1.0394
H: -1.1998 -0.7868 0.9681
H: -0.1507 2.4187 0.2511
H: 1.1160 0.1170 0.5092

* charge: -1
* HOMO-LUMO gap: 8.2 eV
* 2S+1: 1
* LUMO: 0.1769 Eh


Energies relative to the most stable structure, in hartree: (a) 0.0000; (b) 0.0115.


(a)
The following is a quantum chemistry calculation of a 2-piece molecular cluster, C4H11NOP overall, from OMol25.

Element x y z (Å)
P: 2.2927 0.5420 -0.0035
O: 1.2593 2.6484 -1.3390
N: -0.2840 -0.3391 0.0028
C: 0.5593 0.6908 0.1243
C: -1.7812 -1.8530 0.3403
C: -0.2271 -1.7864 0.2322
C: -1.7432 -0.2914 0.2310
H: 2.3115 -0.3682 0.9098
H: 1.9610 3.3727 -1.3284
H: -0.0440 1.5510 -0.0729
H: 2.8540 1.5968 0.8049
H: -2.1215 0.1043 -0.6851
H: 0.5640 2.9440 -1.9573
H: -2.0923 -2.1874 1.2898
H: -2.2058 -2.4525 -0.3987
H: 0.1756 -2.3582 -0.5394
H: 0.3658 -1.9616 1.2283
H: -1.8440 0.1478 1.1610

* charge: +1
* HOMO-LUMO gap: 9.4 eV
* 2S+1: 1
* LUMO: -0.1646 Eh


(b)
The following is a quantum chemistry calculation of C4H11NOP as an isolated structure, from OMol25.

Element x y z (Å)
P: -0.3955 0.5800 -0.0081
O: -2.7488 -1.5021 -0.5933
N: 2.3730 -0.1160 0.4395
C: 1.4534 0.8928 -0.2248
C: 2.5769 -1.4323 -0.2457
C: -2.4768 -0.4335 -0.1954
C: -3.2973 0.7594 0.0708
H: -1.0275 1.8648 -0.1515
H: 1.9758 -1.4533 -1.1818
H: 3.1859 0.4022 0.5487
H: 2.3632 -2.3559 0.3311
H: -3.5764 1.0458 -0.8931
H: 3.6171 -1.5431 -0.5085
H: -0.3043 0.7370 1.4784
H: -2.8941 1.5679 0.7400
H: 1.6393 0.9346 -1.2700
H: -4.2158 0.3344 0.3411
H: 1.7518 -0.2827 1.3225

* charge: +1
* HOMO-LUMO gap (alpha / beta): 7.4 / 7.4 eV
* 2S+1: 1
* LUMO (alpha / beta): -0.1578 / -0.1578 Eh


Energies relative to the most stable structure, in hartree: (a) 0.0000; (b) 0.0786.


(a)
The following is a quantum chemistry calculation of a 4-piece molecular cluster, C4H12N4O8 overall, from OMol25.

Element x y z (Å)
O: 2.2972 3.7353 4.5532
O: 1.7504 -3.1132 7.2796
O: 0.0904 -2.1798 8.3024
O: -1.0351 -3.0766 -7.7938
O: 0.4019 2.3248 -0.7946
O: 0.4842 4.6403 5.2891
O: 0.0960 0.2613 -0.2703
O: -1.4123 -5.2690 -7.5898
N: -1.5202 -4.1488 -8.2209
N: 0.7238 -2.4334 7.2982
N: 1.5087 4.6551 4.6210
N: -0.0239 1.2261 -1.0209
C: -0.4066 0.8490 -2.4768
C: 0.1758 -1.9063 5.9997
C: 1.8517 5.8559 3.7719
C: -2.3241 -4.1685 -9.4778
H: -1.3929 0.3874 -2.4309
H: 1.9579 6.6114 4.5503
H: 0.0839 -0.8273 6.1240
H: 0.9313 -2.1243 5.2448
H: 2.8321 5.8009 3.2988
H: 1.0736 6.2354 3.1095
H: -3.3553 -4.3975 -9.2086
H: -0.6805 -2.5455 5.7849
H: -2.3289 -3.2324 -10.0362
H: -0.2005 1.7291 -3.0859
H: 0.2404 0.0011 -2.7017
H: -1.8189 -4.8905 -10.1192

* HOMO-LUMO gap: 10.4 eV
* SMILES: C[N+](=O)[O-].C[N+](=O)[O-].C[N+](=O)[O-].C[N+](=O)[O-]
* 2S+1: 1
* LUMO: -0.0172 Eh


(b)
The following is a quantum chemistry calculation of a 4-piece molecular cluster, C4H12N4O8 overall, from OMol25.

Element x y z (Å)
O: 9.6939 -8.4055 5.8287
O: 7.1275 -0.9168 -2.2916
O: 19.6160 0.3894 0.6203
O: 20.1317 -1.7069 1.0752
O: 8.3646 -1.5718 -3.9785
O: 11.0281 -0.0615 2.4500
O: 10.1341 -7.2579 4.0778
O: 12.0433 -1.9708 2.0916
N: 19.3909 -0.8123 0.7656
N: 11.0705 -1.2679 2.4127
N: 10.4408 -7.6543 5.1733
N: 7.4072 -1.0232 -3.4467
C: 6.2472 -0.6132 -4.2729
C: 9.8759 -2.0026 2.6889
C: 18.0022 -1.2248 0.4300
C: 11.7713 -7.2882 5.7442
H: 18.0365 -2.1780 -0.0977
H: 9.7678 -2.8442 2.0046
H: 11.9699 -6.2354 5.5436
H: 9.1803 -1.1805 2.5208
H: 9.9030 -2.2821 3.7421
H: 6.2712 -1.4420 -4.9804
H: 6.3610 0.3519 -4.7666
H: 12.4996 -7.9713 5.3073
H: 17.6266 -1.5330 1.4057
H: 17.4525 -0.4265 -0.0686
H: 11.7213 -7.4666 6.8184
H: 5.2889 -0.6685 -3.7564

* HOMO-LUMO gap: 11.2 eV
* SMILES: C[N+](=O)[O-].C[N+](=O)[O-].C[N+](=O)[O-].C[N+](=O)[O-]
* 2S+1: 1
* LUMO: 0.0022 Eh


Energies relative to the most stable structure, in hartree: (a) 0.0025; (b) 0.0000.


(a)
The following is a quantum chemistry calculation of a 2-piece molecular cluster, C4H11NO2 overall, from OMol25.

Element x y z (Å)
O: -2.9394 -0.7486 0.3467
O: 2.1988 0.5610 0.0926
N: 0.0128 0.6086 0.7108
C: 0.2990 1.4898 1.8454
C: 0.7224 -1.0276 -0.9760
C: 1.0609 0.1592 -0.0835
C: -0.4081 -0.7740 -1.9612
H: 0.5339 2.5062 1.5176
H: -0.6103 1.4341 2.4411
H: -0.8776 0.2035 -2.0026
H: -2.4587 -0.8714 1.1903
H: -2.3120 -1.1676 -0.2819
H: -0.9079 0.4245 0.3465
H: 1.7139 -1.2832 -1.3702
H: -1.2437 -1.4801 -1.7406
H: -0.0356 -0.9493 -2.9810
H: 0.5209 -1.8874 -0.2998
H: 1.1963 1.0915 2.3118

* charge: -1
* HOMO-LUMO gap (alpha / beta): 3.2 / 9.8 eV
* 2S+1: 2
* LUMO (alpha / beta): 0.1501 / 0.1425 Eh


(b)
The following is a quantum chemistry calculation of a 3-piece molecular cluster, C4H11NO2 overall, from OMol25.

Element x y z (Å)
O: -1.8930 2.0030 -1.4993
O: 2.6597 -1.9984 -0.1743
N: -0.8710 -1.4084 -0.2790
C: 0.4003 1.6071 1.5837
C: 0.2953 0.2024 1.0491
C: -0.5969 -1.8190 -1.4976
C: -0.7966 -0.2381 0.3737
H: 0.7846 1.6175 2.6255
H: -0.2134 -1.1112 -2.2566
H: 1.2711 -0.2608 0.9686
H: -0.5024 2.2130 1.6405
H: 1.1775 2.1161 1.0037
H: 2.0453 -2.3104 -0.8735
H: -1.0272 1.7372 -1.1670
H: -2.2946 2.4647 -0.7586
H: -0.9205 -2.8219 -1.7646
H: -1.7280 0.3437 0.4156
H: 2.2097 -2.3366 0.6104

* charge: -1
* HOMO-LUMO gap (alpha / beta): 3.7 / 6.5 eV
* 2S+1: 2
* LUMO (alpha / beta): 0.1405 / 0.1364 Eh


Energies relative to the most stable structure, in hartree: (a) 0.0000; (b) 0.0575.


(a)
The following is a quantum chemistry calculation of C11H8O2 in the gas phase, from OMol25.

Element x y z (Å)
O: 0.7406 -1.3550 -1.0429
O: 0.3726 2.9164 -3.2342
C: 0.5234 0.9904 -0.5936
C: 1.0870 -0.0676 -1.4592
C: -1.2558 -1.0774 2.5702
C: -0.8401 0.0783 1.9166
C: -0.3688 -2.4820 0.8013
C: -0.2025 -0.1111 0.7266
C: 0.0573 -1.3376 0.1396
C: 1.0438 2.3729 -0.8807
C: -0.0474 0.8189 -1.9927
C: 0.4733 2.1783 -2.2977
C: -1.0225 -2.3276 2.0148
H: -0.9544 0.3713 -2.3617
H: 2.1211 2.5069 -0.7858
H: 2.0656 -0.0476 -1.9212
H: -1.7644 -0.9988 3.5185
H: -1.0154 1.0605 2.3241
H: 0.5274 3.1780 -0.3634
H: -0.1842 -3.4576 0.3806
H: -1.3565 -3.2095 2.5411

* HOMO-LUMO gap: 9.6 eV
* SMILES: O=C1C[C@]23c4ccccc4O[C@H]2[C@H]13
* 2S+1: 1
* LUMO: 0.0300 Eh


(b)
The following is a quantum chemistry calculation of C11H8O2 in the gas phase, from OMol25.

Element x y z (Å)
O: 1.9471 -1.4831 1.3094
O: 0.2615 -1.8913 2.5017
C: 1.5427 0.1615 -0.7946
C: 2.0294 0.9610 -1.7933
C: -1.9300 -0.7202 2.4312
C: -1.5167 -0.3179 1.1904
C: 0.1346 0.0666 -0.5640
C: -0.7325 0.6652 -1.4848
C: 1.1298 1.5153 -2.7484
C: 0.7840 -1.2409 1.4548
C: -0.2573 1.2938 -2.6293
C: -0.2773 -0.5802 0.6679
C: -1.0007 -1.5105 3.0800
H: -1.1898 -1.9625 4.0831
H: -2.9816 -0.5713 2.7600
H: -0.8216 1.6516 -3.4133
H: -2.2585 0.4186 0.7459
H: 3.1265 1.0337 -2.0074
H: 1.6963 2.0760 -3.5224
H: 2.1234 -0.2282 0.1169
H: -1.8093 0.6627 -1.3838

* HOMO-LUMO gap: 7.7 eV
* SMILES: O=c1occcc1-c1ccccc1
* 2S+1: 1
* LUMO: -0.0195 Eh


(c)
The following is a quantum chemistry calculation of C11H8O2 in the gas phase, from OMol25.

Element x y z (Å)
O: -1.1944 -2.0205 -0.8239
O: -1.1149 -1.0390 -2.7726
C: 0.1793 -0.0062 0.6333
C: 0.1084 1.1366 -1.4607
C: -0.8098 -0.6041 1.4186
C: -0.1452 0.0103 -0.7760
C: -0.4133 1.0826 -2.9356
C: -0.9806 -0.0331 -3.5302
C: 1.4270 0.6127 1.0160
C: -0.4210 -0.7365 2.7001
C: 0.9377 -0.3178 3.1477
C: -0.8694 -1.0103 -1.4341
C: 1.8628 0.2903 2.3398
H: 1.3227 -0.8730 4.1595
H: -1.7469 -1.0128 1.0075
H: 0.8075 1.9382 -1.2062
H: -1.1567 -1.4992 3.2584
H: -0.6468 2.0454 -3.5869
H: 1.7608 1.3407 0.3656
H: 2.8449 0.6631 2.8532
H: -1.7521 0.0326 -4.3734

* HOMO-LUMO gap: 8.1 eV
* SMILES: O=c1occcc1-c1ccccc1
* 2S+1: 1
* LUMO: -0.0081 Eh


Energies relative to the most stable structure, in hartree: (a) 0.0410; (b) 0.0000; (c) 0.0729.